11
Properties=species:S:1:pos:R:3 method="wB97M-V/def2-TZVPD" e_homo_ev=-9.11 homo_lumo_gap_ev=9.44 spin_multiplicity=1 smiles="COC(=S)CF" relative_energy_kcal_mol=19.10
C -1.902 0.067 -0.120
O -0.556 -0.367 0.154
C 0.518 0.444 0.072
S 0.591 2.075 0.037
C 1.690 -0.515 0.068
F 2.888 0.145 -0.134
H -1.884 1.011 -0.612
H -2.463 0.087 0.862
H -2.289 -0.600 -0.825
H 1.784 -0.899 1.068
H 1.625 -1.448 -0.572